Record 1
A molecular structure, C4H3FOS in a non-equilibrium geometry. Source: OMol25; level of theory: wB97M-V/def2-TZVPD.

```
10
C4H3FOS | OMol25 | wB97M-V/def2-TZVPD
C 1.10 0.90 0.77
C 0.27 -0.27 1.17
C 0.80 1.17 -0.51
C -0.40 -0.54 0.00
O -0.12 0.28 -0.98
F -2.50 -1.82 -2.16
S -2.08 -2.18 -0.67
H 1.78 1.38 1.32
H 0.19 -0.82 2.25
H 0.96 1.92 -1.20
```

Results
HOMO level	-9.03	eV
relative energy (zero: lowest compared OMol25 entry of this formula, charge and spin)	298.8	kJ/mol
total energy	-727.350328	Ha
Kohn-Sham gap	8.132	eV
E_LUMO	-0.9	eV
multiplicity	1

---

Record 2
A molecular structure, C4H3HgLiMgO2 in a non-equilibrium geometry. Source: OMol25; level of theory: wB97M-V/def2-TZVPD.

```
12
C4H3HgLiMgO2 | OMol25 | wB97M-V/def2-TZVPD
C 1.79 -0.16 0.06
O 2.85 -0.06 -0.38
Mg 4.90 -0.05 -0.49
Hg -2.35 -1.67 1.06
C -0.80 1.35 1.36
C -1.25 0.89 0.22
C -0.81 0.00 -0.72
O -1.34 -1.25 -0.74
Li -1.64 -2.30 -2.16
H -1.33 1.92 2.12
H -0.47 0.42 -1.68
H 0.45 0.91 1.36
```

Results
HOMO level (spin up / spin down)	-17.63 / -17.91	eV
<S²>	0.769
total energy	-664.421456	Ha
Kohn-Sham gap (spin up / spin down)	2.229 / 2.586	eV
E_LUMO (spin up / spin down)	-15.4 / -15.3	eV
multiplicity	2
charge	+3

---

Record 3
A molecular structure, C4H3HgMgO in a non-equilibrium geometry. Source: OMol25; level of theory: wB97M-V/def2-TZVPD.

```
10
C4H3HgMgO | OMol25 | wB97M-V/def2-TZVPD
H 2.03 0.01 1.61
O 1.20 1.73 0.79
C 1.40 0.33 0.75
C 0.09 -0.42 0.75
H 2.00 0.05 -0.15
H 0.27 -1.51 0.76
Mg -0.71 1.64 0.82
Hg -2.51 -0.82 0.82
C -2.40 -0.21 -3.28
C -1.37 -0.81 -2.86
```

Results
HOMO level (spin up / spin down)	-3.81 / -3.69	eV
relative energy (zero: lowest compared OMol25 entry of this formula, charge and spin)	260.9	kJ/mol
<S²>	2.036
total energy	-582.670637	Ha
Kohn-Sham gap (spin up / spin down)	4.747 / 4.724	eV
E_LUMO (spin up / spin down)	0.9 / 1.0	eV
multiplicity	3
charge	-1

---

Record 4
A molecular structure, C4H3HgO2 in a non-equilibrium geometry. Source: OMol25; level of theory: wB97M-V/def2-TZVPD.

```
10
C4H3HgO2 | OMol25 | wB97M-V/def2-TZVPD
C -2.15 0.00 0.21
C -0.97 -0.25 0.05
C 0.36 -0.59 -0.32
C 1.30 0.37 -0.56
H 1.23 -1.30 0.30
H 1.09 1.44 -0.42
O -3.40 0.36 0.27
H -4.00 -0.37 0.07
O 2.48 -0.10 -0.07
Hg 4.05 0.44 0.47
```

Results
HOMO level (spin up / spin down)	-13.84 / -12.66	eV
relative energy (zero: lowest compared OMol25 entry of this formula, charge and spin)	0.0	kJ/mol
total energy	-457.544396	Ha
Kohn-Sham gap (spin up / spin down)	8.349 / 5.330	eV
E_LUMO (spin up / spin down)	-5.5 / -7.3	eV
multiplicity	1
charge	+1

---

Record 5
C4H3I2NS in the gas phase in a non-equilibrium geometry. Source: OMol25; level of theory: wB97M-V/def2-TZVPD.

```
11
C4H3I2NS | OMol25 | wB97M-V/def2-TZVPD
C 0.20 1.00 0.25
C -0.47 -0.12 0.08
C 2.39 -0.59 -0.28
C -1.99 0.22 0.34
N -0.04 -1.37 -0.05
S 1.45 -1.90 -0.41
I 1.05 2.57 -0.60
I 4.41 -0.44 -0.52
H -2.53 -0.77 -0.07
H -2.15 0.27 1.42
H -2.32 1.14 -0.16
```

Results
HOMO level (spin up / spin down)	-8.04 / -8.04	eV
relative energy (zero: lowest compared OMol25 entry of this formula, charge and spin)	511.9	kJ/mol
total energy	-1202.311792	Ha
Kohn-Sham gap (spin up / spin down)	6.982 / 6.984	eV
E_LUMO (spin up / spin down)	-1.1 / -1.1	eV
multiplicity	1

---

Record 6
A molecular structure, C4H3I3 in a non-equilibrium geometry. Source: OMol25; level of theory: wB97M-V/def2-TZVPD.

```
10
C4H3I3 | OMol25 | wB97M-V/def2-TZVPD
C -1.96 0.27 0.14
C -0.80 -0.26 0.00
C 0.50 0.37 -0.06
C 1.77 -0.44 -0.17
I 0.59 2.52 -0.10
I 3.64 0.49 -0.17
I 1.80 -2.54 -0.14
H -2.66 -0.51 0.50
H -2.16 1.39 0.17
H -0.72 -1.29 -0.17
```

Results
HOMO level	-8.39	eV
relative energy (zero: lowest compared OMol25 entry of this formula, charge and spin)	37.2	kJ/mol
total energy	-1047.203891	Ha
Kohn-Sham gap	8.014	eV
E_LUMO	-0.4	eV
multiplicity	1

---

Record 7
A molecular structure, C4H3IN2 in a non-equilibrium geometry. Source: OMol25; level of theory: wB97M-V/def2-TZVPD.

```
10
C4H3IN2 | OMol25 | wB97M-V/def2-TZVPD
C -1.48 -2.22 0.36
C 1.06 1.16 0.61
C 0.00 1.72 0.85
C -2.14 -0.50 -1.26
N -1.50 -2.89 1.27
N -1.32 -1.40 -0.69
I -3.44 0.27 0.06
H 1.76 0.28 0.64
H -0.53 -1.59 -1.30
H -0.67 2.52 1.06
```

Results
HOMO level	-9.14	eV
relative energy (zero: lowest compared OMol25 entry of this formula, charge and spin)	429.4	kJ/mol
total energy	-561.217893	Ha
Kohn-Sham gap	8.650	eV
E_LUMO	-0.5	eV
multiplicity	1

---

Record 8
A molecular structure, C4H3IrLiO in a non-equilibrium geometry. Source: OMol25; level of theory: wB97M-V/def2-TZVPD.

```
10
C4H3IrLiO | OMol25 | wB97M-V/def2-TZVPD
C 1.05 -1.69 -0.05
C 2.00 -0.69 -0.08
H 1.33 -2.66 -0.53
H 3.01 -0.88 0.32
Ir -3.05 1.21 0.09
C -1.40 0.11 0.68
C -0.49 1.04 0.33
O -0.05 2.05 -0.19
H -1.33 -0.75 1.33
Li -1.07 2.26 -1.88
```

Results
HOMO level (spin up / spin down)	-11.45 / -13.20	eV
<S²>	6.018
total energy	-340.678181	Ha
Kohn-Sham gap (spin up / spin down)	5.828 / 7.382	eV
E_LUMO (spin up / spin down)	-5.6 / -5.8	eV
multiplicity	5
charge	+1

---

Record 9
A molecular structure, C4H3IrLiO in a non-equilibrium geometry. Source: OMol25; level of theory: wB97M-V/def2-TZVPD.

```
10
C4H3IrLiO | OMol25 | wB97M-V/def2-TZVPD
C -0.30 -1.19 1.50
C -0.90 -2.25 1.31
H -1.39 -3.20 1.17
Li -0.82 -1.07 -0.63
O 0.61 2.03 0.55
C 0.61 1.75 -0.69
C 0.44 0.52 -1.28
Ir 0.54 0.57 1.71
H 0.22 2.53 -1.43
H 0.99 0.31 -2.21
```

Results
HOMO level (spin up / spin down)	-18.97 / -19.28	eV
<S²>	8.794
total energy	-340.288050	Ha
Kohn-Sham gap (spin up / spin down)	9.659 / 5.910	eV
E_LUMO (spin up / spin down)	-9.3 / -13.4	eV
multiplicity	6
charge	+2

---

Record 10
A molecular structure, C4H3Li2O2 in a non-equilibrium geometry. Source: OMol25; level of theory: wB97M-V/def2-TZVPD.

```
11
C4H3Li2O2 | OMol25 | wB97M-V/def2-TZVPD
Li 2.57 0.27 0.47
O 0.32 -1.03 -0.35
C -1.07 -1.11 0.11
H -1.69 -1.57 -0.67
H -1.20 -1.64 1.06
C -1.80 1.50 -0.22
C -1.12 0.41 0.20
C 0.19 0.52 -0.41
O 1.23 1.16 -0.29
Li 1.77 -2.17 -0.73
H -2.85 1.28 -0.49
```

Results
HOMO level (spin up / spin down)	-5.11 / -7.20	eV
relative energy (zero: lowest compared OMol25 entry of this formula, charge and spin)	216.5	kJ/mol
<S²>	0.750
total energy	-319.573889	Ha
Kohn-Sham gap (spin up / spin down)	4.572 / 6.941	eV
E_LUMO (spin up / spin down)	-0.5 / -0.3	eV
multiplicity	2

---

Record 11
A molecular structure, C4H3LiO2 in a non-equilibrium geometry. Source: OMol25; level of theory: wB97M-V/def2-TZVPD.

```
10
C4H3LiO2 | OMol25 | wB97M-V/def2-TZVPD
C -1.79 -1.09 -1.33
C -0.88 -0.50 -0.75
C 0.22 0.04 -0.18
C 0.71 0.65 0.88
H 2.51 0.73 0.18
H 0.10 1.14 1.65
O -2.78 -1.59 -1.98
H -2.97 -2.51 -1.74
O 2.04 1.00 0.99
Li 2.83 2.12 2.28
```

Results
HOMO level (spin up / spin down)	-11.35 / -12.17	eV
relative energy (zero: lowest compared OMol25 entry of this formula, charge and spin)	0.0	kJ/mol
<S²>	0.776
total energy	-311.857746	Ha
Kohn-Sham gap (spin up / spin down)	6.736 / 7.374	eV
E_LUMO (spin up / spin down)	-4.6 / -4.8	eV
multiplicity	2
charge	+1

---

Record 12
A molecular structure, C4H3LiO2Rh in a non-equilibrium geometry. Source: OMol25; level of theory: wB97M-V/def2-TZVPD.

```
11
C4H3LiO2Rh | OMol25 | wB97M-V/def2-TZVPD
Rh 3.21 0.38 -0.84
O 1.43 -0.06 -0.90
C 0.38 0.48 -0.22
H 0.84 -0.28 1.87
H 0.11 1.49 -0.55
C -1.25 -0.21 1.19
C 0.12 0.14 1.16
C -1.49 -0.22 -0.19
O -1.89 -0.84 -1.14
Li 0.52 -0.85 -2.34
H -2.00 -0.03 1.95
```

Results
HOMO level (spin up / spin down)	-14.95 / -19.80	eV
relative energy (zero: lowest compared OMol25 entry of this formula, charge and spin)	155.3	kJ/mol
<S²>	8.768
total energy	-421.827668	Ha
Kohn-Sham gap (spin up / spin down)	5.243 / 7.279	eV
E_LUMO (spin up / spin down)	-9.7 / -12.5	eV
multiplicity	6
charge	+2

---

Record 13
A molecular structure, C4H3LiO2Tl in a non-equilibrium geometry. Source: OMol25; level of theory: wB97M-V/def2-TZVPD.

```
11
C4H3LiO2Tl | OMol25 | wB97M-V/def2-TZVPD
Li 2.64 -0.13 -0.74
O 1.36 -0.64 0.49
C 0.02 -0.76 0.53
H -0.80 -1.73 -1.39
H -0.30 -1.22 1.46
C -1.35 0.34 -0.77
C -0.84 -0.91 -0.68
C -0.55 1.00 0.28
O -0.01 2.03 0.57
Tl 2.17 1.38 1.34
H -2.33 0.65 -1.10
```

Results
HOMO level	-12.01	eV
total energy	-484.412423	Ha
Kohn-Sham gap	6.997	eV
E_LUMO	-5.0	eV
multiplicity	1
charge	+1

---

Record 14
A molecular structure, C4H3LiO6Ru in a non-equilibrium geometry. Source: OMol25; level of theory: wB97M-V/def2-TZVPD.

```
15
C4H3LiO6Ru | OMol25 | wB97M-V/def2-TZVPD
O 0.36 1.79 -4.04
C -0.41 1.22 -3.18
O -1.37 0.51 -3.63
O -0.28 1.51 -1.94
C -1.37 1.25 -0.97
O -1.65 1.39 1.40
C -1.25 1.32 2.67
C -0.67 1.27 0.36
O -0.05 1.56 2.97
O -2.02 0.73 3.48
Ru -0.65 0.85 -5.34
Li -0.39 0.35 4.49
H -1.72 0.23 -1.19
H 0.01 2.13 0.44
H -0.02 0.35 0.66
```

Results
HOMO level (spin up / spin down)	-12.07 / -12.07	eV
relative energy (zero: lowest compared OMol25 entry of this formula, charge and spin)	0.0	kJ/mol
<S²>	8.761
total energy	-707.659076	Ha
Kohn-Sham gap (spin up / spin down)	6.180 / 5.301	eV
E_LUMO (spin up / spin down)	-5.9 / -6.8	eV
multiplicity	6
charge	+1

---

Record 15
A molecular structure, C4H3LiOTb in a non-equilibrium geometry. Source: OMol25; level of theory: wB97M-V/def2-TZVPD.

```
10
C4H3LiOTb | OMol25 | wB97M-V/def2-TZVPD
C -0.57 2.72 -0.87
C -0.84 1.71 -1.63
H -0.40 3.80 -0.97
H -1.01 1.48 -2.69
Tb -0.93 0.89 0.67
C -0.54 -1.51 0.83
C 0.59 -1.95 1.24
O 1.71 -2.24 1.56
H -1.43 -2.14 0.74
Li 3.41 -2.78 1.11
```

Results
HOMO level (spin up / spin down)	-16.96 / -16.48	eV
relative energy (zero: lowest compared OMol25 entry of this formula, charge and spin)	0.0	kJ/mol
<S²>	16.459
total energy	-1060.693237	Ha
Kohn-Sham gap (spin up / spin down)	7.464 / 7.804	eV
E_LUMO (spin up / spin down)	-9.5 / -8.7	eV
multiplicity	8
charge	+2

---

Record 16
A molecular structure, C4H3LiOTl in a non-equilibrium geometry. Source: OMol25; level of theory: wB97M-V/def2-TZVPD.

```
10
C4H3LiOTl | OMol25 | wB97M-V/def2-TZVPD
C -2.19 1.39 0.52
C -1.92 1.54 -0.74
H -2.80 1.86 1.29
H -2.13 2.22 -1.57
Tl -0.87 -0.19 -0.03
C 0.60 -1.62 -0.28
C 1.74 -1.37 0.24
O 2.77 -1.04 0.75
H 0.37 -2.55 -0.81
Li 4.43 -0.25 0.63
```

Results
HOMO level (spin up / spin down)	-16.49 / -18.70	eV
relative energy (zero: lowest compared OMol25 entry of this formula, charge and spin)	0.0	kJ/mol
<S²>	0.755
total energy	-408.671486	Ha
Kohn-Sham gap (spin up / spin down)	7.366 / 8.883	eV
E_LUMO (spin up / spin down)	-9.1 / -9.8	eV
multiplicity	2
charge	+2

---

Record 17
C4H3N in the gas phase. Source: OMol25; level of theory: wB97M-V/def2-TZVPD.

```
8
C4H3N | OMol25 | wB97M-V/def2-TZVPD
C 1.69 1.04 -0.12
C 0.51 1.18 -0.32
N -0.86 1.18 -0.51
C -1.21 0.04 -0.17
C -1.11 -1.18 0.24
H 2.75 0.97 0.04
H -1.01 -1.33 1.31
H -0.76 -1.92 -0.47
```

Results
SMILES	C#CN=C=C
HOMO level	-9.94	eV
relative energy (zero: lowest compared OMol25 entry of this formula, charge and spin)	226.3	kJ/mol
total energy	-208.815618	Ha
Kohn-Sham gap	10.700	eV
E_LUMO	0.8	eV
multiplicity	1

---

Record 18
C4H3N in the gas phase in a non-equilibrium geometry. Source: OMol25; level of theory: wB97M-V/def2-TZVPD.

```
8
C4H3N | OMol25 | wB97M-V/def2-TZVPD
C -0.19 1.47 0.00
C -0.06 0.06 -0.06
C 0.15 -1.12 -0.14
C 0.33 -2.45 0.04
N 0.39 -3.63 0.13
H -0.63 1.79 -0.94
H -0.75 1.91 0.89
H 0.77 1.97 0.07
```

Results
SMILES	CC#CC#N
HOMO level	-10.38	eV
relative energy (zero: lowest compared OMol25 entry of this formula, charge and spin)	21.0	kJ/mol
total energy	-208.893823	Ha
Kohn-Sham gap	10.998	eV
E_LUMO	0.6	eV
multiplicity	1

---

Record 19
C4H3N3O in the gas phase in a non-equilibrium geometry. Source: OMol25; level of theory: wB97M-V/def2-TZVPD.

```
11
C4H3N3O | OMol25 | wB97M-V/def2-TZVPD
N 3.32 -0.54 0.03
C 2.28 0.04 0.02
C 1.18 0.90 0.02
C -0.12 0.40 -0.07
N -0.51 -0.93 -0.17
N -1.94 -1.05 0.15
C -2.29 0.13 0.04
O -1.30 1.02 -0.10
H 1.25 1.94 0.46
H 0.00 -1.73 0.06
H -3.24 0.52 0.27
```

Results
SMILES	N#C/C=C1\NN=CO1
HOMO level	-8.68	eV
relative energy (zero: lowest compared OMol25 entry of this formula, charge and spin)	165.9	kJ/mol
total energy	-393.656226	Ha
Kohn-Sham gap	9.274	eV
E_LUMO	0.6	eV
multiplicity	1

---

Record 20
A molecular structure, C4H3N3O in a non-equilibrium geometry. Source: OMol25; level of theory: wB97M-V/def2-TZVPD.

```
11
C4H3N3O | OMol25 | wB97M-V/def2-TZVPD
C -1.83 -0.03 0.04
C -0.99 -1.02 -0.12
C 1.56 1.09 -0.08
C 0.24 0.74 -0.11
H -2.91 -0.04 0.03
H -0.93 -2.24 0.43
H 2.02 2.13 -0.11
N 0.21 -0.59 -0.22
N 1.43 -1.08 -0.04
N 2.24 -0.14 0.13
O -1.04 1.19 0.04
```

Results
HOMO level	-9.05	eV
relative energy (zero: lowest compared OMol25 entry of this formula, charge and spin)	362.8	kJ/mol
total energy	-393.581221	Ha
Kohn-Sham gap	9.679	eV
E_LUMO	0.6	eV
multiplicity	1

---

Molecular weight, record by record: 118.13, 314.90, 291.96, 283.66, 350.95, 431.78, 205.99, 266.22, 266.22, 96.95, 90.01, 192.91, 294.39, 255.07, 232.93, 278.39, 65.07, 65.07, 109.09, 109.09 g mol⁻¹